# 1
DFT (ωB97M-V/def2-TZVPD) results for one molecule with the formula C33H29FN6O3 at a distorted geometry.

Summary:
LUMO energy   0.190 eV
Gap between HOMO and LUMO   8.88 eV

Geometry (Å):
1 O -3.80076 -2.76314 2.44087
2 C -3.60485 -3.12549 1.30094
3 N -2.69982 -2.54109 0.45628
4 C -1.88037 -1.43930 0.68423
5 C -1.98367 -0.64145 1.82253
6 C -1.16417 0.45954 1.96554
7 C -0.22151 0.77828 0.99223
8 C -0.10131 -0.02693 -0.13236
9 C -0.92754 -1.12244 -0.28380
10 H -0.83344 -1.73086 -1.17231
11 H 0.62892 0.19577 -0.89176
12 N 0.55634 1.96286 1.14126
13 C 1.62514 2.06282 1.95755
14 O 2.18562 3.10707 2.21388
15 C 2.16579 0.72636 2.48679
16 N 3.04287 0.18902 1.48180
17 C 4.05027 -0.71342 1.62262
18 C 4.57043 -1.42634 2.69706
19 C 5.62879 -2.26019 2.42247
20 C 6.15858 -2.39166 1.12867
21 C 5.65146 -1.69426 0.05993
22 C 4.57812 -0.83884 0.31305
23 N 3.86006 -0.01420 -0.49563
24 N 2.97569 0.57309 0.20261
25 H 6.05544 -1.78898 -0.93458
26 H 6.99121 -3.06249 0.97980
27 H 6.07052 -2.83362 3.22341
28 H 4.16453 -1.32713 3.69175
29 H 1.35881 0.01945 2.70536
30 H 2.74505 0.92306 3.39345
31 C 0.05278 3.17357 0.49022
32 C -1.41148 3.36261 0.79377
33 C -2.37045 2.64634 0.08929
34 C -3.70021 2.79553 0.43064
35 C -4.11235 3.63463 1.44896
36 C -3.14928 4.34857 2.14004
37 C -1.80986 4.21182 1.81790
38 H -1.06518 4.76907 2.36670
39 H -3.44624 5.01426 2.93603
40 H -5.16095 3.72211 1.68459
41 F -4.62628 2.08410 -0.24765
42 H -2.09983 1.98987 -0.72160
43 H 0.63099 4.00280 0.91911
44 C 0.32041 3.18276 -1.03094
45 O -0.42647 3.75181 -1.79977
46 N 1.46101 2.57934 -1.39637
47 H 2.01166 2.04652 -0.72938
48 C 1.79796 2.38831 -2.79693
49 C 1.23567 1.07481 -3.28010
50 C 1.99174 -0.08852 -3.20523
51 C 1.43920 -1.30313 -3.57441
52 C 0.12793 -1.36569 -4.01570
53 C -0.63225 -0.20969 -4.08527
54 C -0.08133 1.00546 -3.71876
55 H -0.67298 1.90772 -3.76076
56 H -1.65641 -0.25470 -4.42643
57 H -0.30062 -2.31451 -4.30747
58 H 2.03374 -2.20350 -3.51501
59 H 3.00651 -0.04319 -2.83845
60 H 2.88487 2.40569 -2.89240
61 H 1.35769 3.21858 -3.35423
62 H -1.25945 1.09074 2.83699
63 H -2.71205 -0.88318 2.57761
64 H -2.58829 -2.95615 -0.45764
65 C -4.35420 -4.27543 0.71582
66 C -3.73518 -5.24234 -0.26150
67 C -4.79105 -4.29949 -0.72722
68 H -4.51905 -3.46974 -1.36291
69 H -5.77384 -4.69133 -0.93899
70 H -3.99009 -6.28508 -0.14998
71 H -2.71115 -5.08889 -0.56970
72 H -5.04183 -4.68795 1.44345

Atom charges from the natural (NBO) analysis, given in e for atoms 1 to 8:
1 O -0.5972
2 C 0.6878
3 N -0.6058
4 C 0.1703
5 C -0.2426
6 C -0.2117
7 C 0.1844
8 C -0.2246



# 2
DFT (ωB97M-V/def2-TZVPD) results for C33H30Br2IrN4O3S2 as an isolated structure.

Summary:
Spin multiplicity   2
LUMO energy (spin up / spin down)   -6.787 / -7.992 eV
Net charge   +2
Gap between HOMO and LUMO (spin up / spin down)   6.39 / 5.28 eV

Geometry (Å):
1 Ir -0.46943 -0.37455 0.29385
2 O 1.48580 -3.24282 -2.66048
3 C 1.91274 -2.28175 -3.48340
4 C 2.55396 -2.68693 -4.65383
5 C 3.02857 -1.74735 -5.53741
6 C 2.88342 -0.37092 -5.29232
7 C 2.25489 0.04428 -4.15439
8 C 1.75116 -0.89499 -3.21884
9 C 1.07062 -0.44060 -2.04697
10 O 0.59248 -1.28742 -1.19366
11 N 0.89414 0.90433 -1.87740
12 N 0.19699 1.17228 -0.78998
13 C -0.06309 2.44506 -0.50570
14 C -0.80692 2.88699 0.58997
15 C -0.95544 4.31150 0.69211
16 C -1.65704 4.89003 1.69283
17 C -2.27130 4.06626 2.67631
18 C -2.16490 2.71062 2.63380
19 C -1.43877 2.05789 1.60394
20 O -1.41539 0.76598 1.66001
21 H 1.09366 -2.83234 -1.87028
22 H 2.66506 -3.74664 -4.83597
23 H 3.52563 -2.07684 -6.44048
24 H 3.26522 0.34906 -6.00142
25 H 2.12710 1.09634 -3.94662
26 H 0.34441 3.17129 -1.20174
27 H -0.48254 4.92049 -0.06774
28 H -1.75706 5.96419 1.74911
29 H -2.83823 4.52904 3.47377
30 H -2.63808 2.08159 3.37491
31 S 1.40212 -0.35746 1.57922
32 C 0.97360 -1.32141 2.91098
33 N 1.63604 -1.21947 4.03513
34 C 1.24847 -2.02012 5.20514
35 C 0.79397 -3.38048 4.76028
36 N -0.24044 -3.24430 3.73002
37 C -1.21302 -4.35988 3.66925
38 C -0.50168 -5.66704 3.42567
39 C 0.15551 -5.88777 2.21650
40 C 0.82853 -7.07854 1.99996
41 C 0.84347 -8.05808 2.98620
42 C 0.18669 -7.84418 4.18754
43 C -0.48186 -6.64702 4.40912
44 C -0.14464 -2.32280 2.79921
45 S -1.17773 -2.26857 1.46888
46 C 2.73084 -0.24213 4.19954
47 C 3.98696 -0.65386 3.46792
48 C 4.50443 -1.93618 3.61871
49 C 5.67674 -2.29520 2.97340
50 C 6.34368 -1.36930 2.18172
51 C 5.83416 -0.08810 2.03395
52 C 4.65393 0.26727 2.67138
53 H 0.46356 -1.48769 5.74863
54 H 2.11547 -2.11179 5.85435
55 H 0.36562 -3.92646 5.59801
56 H 1.61905 -3.97479 4.35965
57 H -1.94277 -4.13549 2.89634
58 H -1.73100 -4.37330 4.62900
59 H 0.12556 -5.13478 1.43639
60 H 1.33071 -7.25182 1.05765
61 H 1.36164 -8.99136 2.81240
62 H 0.18959 -8.60876 4.95241
63 H -1.00363 -6.48615 5.34591
64 H 2.90318 -0.15922 5.27164
65 H 2.37536 0.72512 3.83595
66 H 4.00506 -2.66200 4.25278
67 H 6.07866 -3.29152 3.09843
68 H 7.26408 -1.64652 1.68608
69 H 6.35562 0.63641 1.42315
70 H 4.25451 1.26803 2.55269
71 Br -2.18770 -3.17810 -1.96638
72 C -3.20806 -1.58804 -2.16342
73 Br -2.67960 -0.13737 -0.94333
74 H -4.24216 -1.78928 -1.91491
75 H -3.08830 -1.18874 -3.16214

Atom charges from the Löwdin analysis, given in e for atoms 1 to 8:
1 Ir 0.7737
2 O 0.0979
3 C -0.2290
4 C 0.0150
5 C -0.0201
6 C -0.0532
7 C -0.0098
8 C -0.0704



# 3
DFT (ωB97M-V/def2-TZVPD) results for C33H30BrIN4O3PZn as an isolated structure.

Summary:
LUMO energy   -2.115 eV
Net charge   +1
Gap between HOMO and LUMO   9.10 eV

Geometry (Å):
1 Zn -0.87025 0.39468 0.87458
2 O -2.08747 -1.00333 2.08821
3 C -2.23884 -2.24459 1.42821
4 C -2.05499 -2.10118 -0.06162
5 C -2.39947 -3.14415 -0.91128
6 C -2.15539 -3.01956 -2.26405
7 C -1.59363 -1.84192 -2.74409
8 C -1.29803 -0.84328 -1.84371
9 N -1.52099 -0.97070 -0.52716
10 H -1.45638 -1.12272 2.86325
11 H -3.23217 -2.65711 1.62431
12 H -1.50262 -2.96722 1.79506
13 H -2.83306 -4.04551 -0.49824
14 H -2.39490 -3.83102 -2.93908
15 H -1.38922 -1.69904 -3.79530
16 H -0.86048 0.09326 -2.16757
17 N -0.98079 3.44524 0.08406
18 P 0.31177 2.34068 -0.07469
19 C 1.56861 3.04230 1.02378
20 C 2.88149 3.24914 0.61619
21 C 3.82019 3.71562 1.52568
22 C 3.45482 3.96539 2.84068
23 C 2.14624 3.74909 3.25421
24 C 1.20590 3.28497 2.34852
25 C 0.92809 2.58919 -1.75702
26 C 0.94547 3.85150 -2.35002
27 C 1.42253 4.01014 -3.64010
28 C 1.89527 2.90993 -4.34459
29 C 1.89506 1.65523 -3.75525
30 C 1.41298 1.49096 -2.46371
31 C -2.18928 3.12663 0.67162
32 C -3.19834 4.09627 0.74037
33 C -4.39425 3.77373 1.33085
34 C -4.58331 2.49101 1.84458
35 C -3.55186 1.59422 1.73830
36 N -2.36518 1.89504 1.16734
37 H -0.86549 4.42355 -0.13122
38 H 3.17401 3.03651 -0.40401
39 H 4.83996 3.88308 1.20540
40 H 4.19009 4.33012 3.54572
41 H 1.85909 3.94253 4.27930
42 H 0.18481 3.11570 2.67561
43 H 0.59878 4.72506 -1.81133
44 H 1.43161 4.99183 -4.09440
45 H 2.27114 3.03549 -5.35133
46 H 2.27790 0.80049 -4.29715
47 H 1.44231 0.51858 -1.98793
48 H -3.02269 5.07916 0.32426
49 H -5.18231 4.51260 1.39212
50 H -5.50807 2.20074 2.31977
51 H -3.63256 0.58896 2.12172
52 O -0.19471 -1.20310 3.77962
53 C 0.79297 -0.89060 3.11583
54 C 2.22259 -1.12525 3.55326
55 C 3.04867 -0.63312 2.36910
56 C 2.00717 -0.16279 1.37151
57 O 2.23965 0.26957 0.25606
58 N 0.73950 -0.30317 1.88876
59 H 2.35506 -2.18170 3.78388
60 H 2.39884 -0.56897 4.47369
61 H 3.66624 -1.40347 1.90755
62 H 3.70227 0.20699 2.60511
63 Br -0.94534 -5.84863 1.14125
64 C -0.37049 -5.87474 -0.66044
65 C -0.90541 -6.85012 -1.49276
66 C -0.52718 -6.90904 -2.82356
67 C 0.38874 -5.99540 -3.32543
68 C 0.92130 -5.02252 -2.49586
69 C 0.54453 -4.95561 -1.15872
70 I 1.34315 -3.41848 -0.00194
71 H -1.61209 -7.56155 -1.08854
72 H -0.94401 -7.67487 -3.46349
73 H 0.69575 -6.04135 -4.36162
74 H 1.63671 -4.30936 -2.88215

Atom charges from the Löwdin analysis, given in e for atoms 1 to 8:
1 Zn 0.6186
2 O -0.1422
3 C -0.1706
4 C -0.2656
5 C -0.0275
6 C -0.0304
7 C -0.0296
8 C -0.1021



The records above give, respectively, energy above the lowest of the compared OMol25 structures with the same formula, charge and spin values of 0.0 1.7 0.0 kcal per mole.